Density functional theory data (ωB97M-V/def2-TZVPD) for a molecular structure, C5H6N2O in a non-equilibrium geometry.

Structure (XYZ):
```
14
Properties=species:S:1:pos:R:3:forces:R:3
O 1.2203 0.6017 2.2676 1.2 3.6 1.8
N -0.3592 1.2231 -0.9009 0.2 5.9 5.7
N -0.4372 -0.7871 -1.6147 0.5 -1.0 0.0
C 0.5619 -1.2379 1.1356 0.9 -4.3 2.7
C -0.5391 0.5124 0.4369 -1.3 -0.7 -4.4
C 0.2046 -0.7444 -0.1992 0.0 4.2 -4.5
C 0.4151 0.1888 1.5277 -0.6 -1.7 0.8
C -0.5847 0.4947 -1.9183 -1.2 -6.7 -3.5
H 1.6703 -1.2827 1.5119 -1.8 -1.4 -1.6
H -0.8940 0.6927 -3.0363 0.7 0.4 2.7
H -0.0487 -2.1138 1.5895 0.8 1.7 -0.5
H -1.6848 0.4012 0.6236 2.1 -0.2 0.1
H -0.6627 2.1488 -0.8307 -0.3 1.7 -0.7
H 1.1383 -0.0976 -0.5928 -1.0 -1.7 1.3
```
Positions in Å, forces in eV/Å.

**Energy relative to the best compared isomer or geometry (same formula, charge and spin)**: 131.4 kcal/mol
**Gap between HOMO and LUMO**: 9.340 eV
**Charge**: 0
**Energy**: -378.66151 Ha
**Molecular weight**: 110.1 g/mol